Entry from the OMol25 dataset: a single C3H2ClFOS molecule in a non-equilibrium geometry (ωB97M-V/def2-TZVPD).

Spin multiplicity: 1
Total charge: 0
HOMO, eV: -8.7
Electronic energy, eV: -31263.6411
Structure (SMILES): OC(=S)/C=C(\F)Cl
Relative energy (zero: lowest compared OMol25 entry of this formula, charge and spin), kcal/mol: 33.3
Frontier orbital gap, eV: 8.19

Each line ends with the natural charge from an NBO analysis.
Atoms and positions in Å:
O (0.7534, -0.7070, 2.4680)  -0.65
C (0.7323, -0.5819, 1.1459)  0.24
S (2.1352, -0.9444, 0.2344)  -0.06
C (-0.6421, -0.4313, 0.4243)  -0.40
C (-0.8045, 0.5050, -0.5377)  0.33
F (0.3158, 1.0674, -1.3109)  -0.34
Cl (-2.1759, 0.9353, -1.2735)  0.13
H (-0.0974, -0.9873, 2.9090)  0.50
H (-1.6593, -0.7035, 0.8495)  0.24